1.
{"formula": "C5H6O3", "method": "ωB97M-V with the def2-TZVPD basis set", "homo_lumo_gap_ev": 10.1, "total_charge": 0, "symbols": ["C", "C", "C", "C", "C", "H", "H", "H", "H", "H", "H", "O", "O", "O"], "positions_angstrom": [[1.30, -0.16, -0.29], [0.57, 1.11, -0.19], [-0.58, 0.48, 0.63], [-1.41, -0.15, -0.54], [0.46, -1.18, 0.43], [0.40, 1.58, -1.17], [1.17, 1.86, 0.27], [-1.03, 1.06, 1.56], [-2.49, -0.46, -0.43], [-1.48, 0.31, -1.54], [1.22, -2.07, 0.65], [2.51, -0.52, -0.31], [-0.72, -1.39, -0.54], [0.10, -0.46, 1.46]]}

2.
{"formula": "C5H6O3", "method": "ωB97M-V with the def2-TZVPD basis set", "homo_lumo_gap_ev": 9.6, "smiles": "CC(=C=O)[C@@H]1O[C@H]1O", "total_charge": 0, "symbols": ["C", "C", "C", "O", "C", "O", "C", "O", "H", "H", "H", "H", "H", "H"], "positions_angstrom": [[-2.19, 0.14, 0.12], [-0.80, -0.33, -0.14], [-0.48, -1.59, -0.21], [-0.17, -2.72, -0.25], [0.30, 0.64, 0.05], [0.98, 1.28, -1.05], [1.72, 0.28, -0.34], [2.73, 0.76, 0.56], [-2.91, -0.39, -0.51], [-2.46, -0.05, 1.17], [-2.31, 1.21, -0.07], [0.18, 1.26, 0.93], [1.94, -0.63, -0.90], [3.47, 0.13, 0.62]]}

3.
{"formula": "C5H6O3", "method": "ωB97M-V with the def2-TZVPD basis set", "homo_lumo_gap_ev": 9.3, "smiles": "O=C1CCC(O)=C1O", "total_charge": 0, "symbols": ["O", "C", "C", "C", "C", "O", "C", "O", "H", "H", "H", "H", "H", "H"], "positions_angstrom": [[2.35, 0.31, 0.00], [1.22, -0.15, 0.02], [0.80, -1.61, -0.01], [-0.77, -1.56, 0.00], [-1.09, -0.11, 0.00], [-2.38, 0.30, 0.00], [0.01, 0.68, 0.01], [0.09, 2.05, -0.02], [1.26, -2.07, 0.88], [1.25, -2.08, -0.88], [-1.26, -2.05, 0.86], [-1.26, -2.12, -0.83], [-2.44, 1.28, 0.07], [1.01, 2.35, 0.01]]}

4.
{"formula": "C5H6O4", "method": "ωB97M-V with the def2-TZVPD basis set", "homo_lumo_gap_ev": 9.6, "smiles": "CC(=C=O)[C@H](O)C(=O)O", "total_charge": 0, "symbols": ["C", "C", "C", "O", "C", "O", "C", "O", "O", "H", "H", "H", "H", "H", "H"], "positions_angstrom": [[-2.05, -0.51, -0.07], [-0.55, -0.55, 0.02], [0.09, -1.68, 0.18], [0.70, -2.64, 0.45], [0.22, 0.73, 0.12], [-0.39, 1.69, -0.74], [1.79, 0.67, -0.23], [2.30, 1.61, -0.82], [2.58, -0.27, 0.33], [-2.50, -0.97, 0.81], [-2.44, 0.51, -0.15], [-2.39, -1.06, -0.95], [0.19, 1.12, 1.15], [0.27, 2.40, -0.88], [2.18, -1.03, 0.78]]}

5.
{"formula": "C5H6O4Y", "method": "ωB97M-V with the def2-TZVPD basis set", "spin_multiplicity": 2, "homo_lumo_gap_ev": [5.6, 7.7], "total_charge": 2, "symbols": ["O", "C", "O", "O", "C", "C", "Y", "H", "H", "H", "H", "C", "C", "O", "H", "H"], "positions_angstrom": [[1.40, 0.63, -0.93], [0.85, -0.23, -0.19], [1.45, -0.75, 0.78], [-0.41, -0.58, -0.44], [-1.25, -0.90, 0.67], [-2.66, -1.20, 0.19], [3.63, 0.45, 0.25], [-1.22, -0.11, 1.42], [-0.87, -1.81, 1.16], [-2.77, -2.26, 0.47], [-3.83, -1.59, -1.71], [-3.23, 0.61, -0.41], [-3.14, -0.89, -1.22], [-3.58, 1.65, -0.22], [-3.96, -1.48, -0.02], [-2.39, -0.65, -1.98]]}

6.
{"formula": "C5H6O5Pt", "method": "ωB97M-V with the def2-TZVPD basis set", "spin_multiplicity": 4, "homo_lumo_gap_ev": [6.0, 5.4], "total_charge": 1, "symbols": ["H", "O", "C", "C", "H", "H", "C", "C", "O", "C", "O", "O", "Pt", "O", "H", "H", "H"], "positions_angstrom": [[-0.03, 0.93, 3.68], [-0.61, 2.31, 0.48], [-0.68, 0.63, 2.85], [-0.23, 2.58, 1.58], [-1.54, 0.31, 3.43], [-0.10, -2.20, -2.92], [0.25, -1.41, -2.23], [0.33, -1.83, -0.76], [0.26, -0.60, -0.12], [0.47, 0.06, 1.07], [1.54, 1.88, 1.69], [-0.71, 2.44, -1.96], [-0.47, 1.01, -0.80], [-0.43, -0.26, -2.40], [1.28, -1.12, -2.59], [1.26, -2.35, -0.51], [-0.59, -2.37, -0.49]]}

7.
{"formula": "C5H6O5Zn", "method": "ωB97M-V with the def2-TZVPD basis set", "spin_multiplicity": 2, "homo_lumo_gap_ev": [4.3, 4.4], "total_charge": 1, "symbols": ["H", "O", "C", "C", "H", "H", "C", "C", "O", "C", "O", "O", "Zn", "O", "H", "H", "H"], "positions_angstrom": [[-2.31, -0.36, 1.73], [-0.35, 2.18, -0.85], [-1.91, -0.07, 0.75], [-0.97, 2.46, 0.13], [-2.76, -0.02, 0.08], [-0.65, -1.78, -3.74], [-0.04, -1.42, -2.90], [-0.53, -1.89, -1.53], [0.03, -1.03, -0.58], [-0.10, -0.40, 0.70], [-0.32, 2.28, 1.56], [1.13, 0.06, 0.66], [0.88, 0.70, -1.19], [0.19, -0.09, -2.97], [0.97, -1.88, -3.14], [-0.22, -2.93, -1.31], [-1.62, -1.74, -1.48]]}

8.
{"formula": "C5H6OS", "method": "ωB97M-V with the def2-TZVPD basis set", "homo_lumo_gap_ev": 8.9, "total_charge": 0, "symbols": ["C", "C", "C", "C", "C", "O", "S", "H", "H", "H", "H", "H", "H"], "positions_angstrom": [[-2.25, -0.23, -0.02], [-0.82, 0.35, -0.20], [0.22, -0.46, -1.01], [-0.25, 1.21, 0.95], [1.17, -1.32, -0.22], [0.17, -0.42, -2.20], [-2.29, 1.05, -1.08], [0.84, 1.33, 0.91], [-0.33, 0.78, 1.95], [-0.54, 2.24, 0.98], [1.99, -0.75, 0.15], [1.44, -2.11, -0.89], [0.65, -1.66, 0.70]]}

9.
{"formula": "C5H6OS", "method": "ωB97M-V with the def2-TZVPD basis set", "homo_lumo_gap_ev": 9.0, "total_charge": 0, "symbols": ["C", "C", "C", "C", "C", "O", "S", "H", "H", "H", "H", "H", "H"], "positions_angstrom": [[-0.98, 0.21, 0.14], [0.04, -0.84, -0.04], [0.01, 1.12, 0.81], [0.99, -0.44, -1.02], [1.24, 0.16, 0.35], [-2.68, -1.79, -0.42], [-1.78, -1.42, 0.67], [-1.65, 0.45, -0.71], [0.20, 2.15, 0.55], [-0.11, 0.91, 1.83], [1.97, -0.97, -1.38], [0.66, 0.26, -1.80], [2.09, 0.19, 1.00]]}

10.
{"formula": "C5H6OS2", "method": "ωB97M-V with the def2-TZVPD basis set", "homo_lumo_gap_ev": 8.6, "total_charge": 0, "symbols": ["C", "C", "C", "C", "C", "O", "S", "S", "H", "H", "H", "H", "H", "H"], "positions_angstrom": [[-1.52, 1.70, 1.61], [-1.10, 0.85, 0.83], [-0.26, -1.46, 0.43], [0.68, 0.28, -1.47], [-0.90, -0.24, -0.16], [2.74, 1.12, -0.24], [1.42, -1.15, 0.97], [2.18, -0.15, -0.71], [-1.70, 2.45, 2.21], [-0.61, -1.67, 1.35], [-0.36, -2.35, -0.16], [0.43, -0.39, -2.22], [0.69, 1.34, -1.44], [-1.68, -0.32, -1.00]]}